20
Properties=species:S:1:pos:R:3:forces:R:3 method="wB97M-V/def2-TZVPD" multiplicity=1 lumo_ev=1.1 gap_ev=9.8287 energy_ev=-7920.3766 charge=0
C 1.716561 0.955649 1.214056 -0.3 0.2 -0.2
C 0.577240 0.728350 0.221010 -0.2 1.1 -0.4
N 0.601524 -0.312225 -0.742913 0.6 -0.5 -0.1
C 0.432128 0.118399 -2.085407 -0.9 2.1 0.0
C -0.481860 -0.366220 0.237142 0.0 0.3 -0.1
C -1.896706 0.063100 -0.108389 0.0 0.0 -0.2
C -0.420422 -1.633780 1.091976 0.1 0.3 0.1
H 2.558201 1.414534 0.684237 -0.1 0.0 0.1
H 1.384467 1.653242 1.989130 0.1 0.0 -0.1
H 2.098942 0.055625 1.721916 -0.4 0.1 -0.4
H 0.216486 1.721184 -0.445854 0.7 -1.9 2.6
H -0.149371 -0.665523 -2.655637 0.1 1.4 0.4
H -0.009362 1.400858 -1.865948 0.5 -3.5 -2.0
H 1.408201 0.241699 -2.593487 -0.5 0.0 0.4
H -2.405132 0.472140 0.773320 0.2 -0.1 -0.1
H -1.905410 0.831958 -0.883434 0.0 -0.1 0.1
H -2.491430 -0.784207 -0.465930 0.1 0.0 0.0
H 0.614145 -1.949488 1.257606 -0.2 0.1 0.0
H -0.947378 -2.465196 0.592870 0.2 0.4 0.0
H -0.900823 -1.480101 2.063738 0.0 0.0 -0.1

=====

65
Properties=species:S:1:pos:R:3:forces:R:3 method="wB97M-V/def2-TZVPD" multiplicity=1 lumo_ev=0.3 gap_ev=10.0635 energy_ev=-45446.5984 smiles="O=S1(=O)CCC[C@@H](CCCI)O1.CCCCCC.CCCCCC" charge=0
O -1.314643 0.152671 4.746592 -0.3 -0.9 1.3
S -0.657546 0.338145 3.507569 -0.5 0.7 -0.2
O -0.846527 1.600015 2.908846 0.2 1.0 -1.2
C -1.076483 -0.985571 2.424765 0.9 -0.2 -0.2
C -0.200871 -2.213333 2.718193 -0.5 -0.3 0.5
C 0.435642 -2.265120 4.103107 0.3 0.2 -0.4
C 1.209741 -1.002547 4.507729 -0.1 -0.4 0.7
C 2.694745 -1.172186 4.508254 0.3 0.3 -0.9
C 3.256390 -1.495862 3.108263 0.3 -0.1 0.7
C 3.813663 -2.907740 3.062681 -0.1 0.4 -0.2
I 3.983447 -3.612426 1.050206 0.0 -0.1 0.1
O 0.904106 0.148428 3.673425 -0.2 -0.5 0.0
H -0.862346 -0.653230 1.421873 -0.1 0.3 -0.2
H -2.134978 -1.168942 2.495047 -0.4 0.0 0.3
H 0.565617 -2.341899 1.968968 0.2 0.2 -0.3
H -0.834518 -3.084558 2.642448 -0.2 -0.4 -0.2
H 1.142979 -3.079429 4.072566 0.2 -0.4 0.1
H -0.276880 -2.525764 4.868244 -0.4 0.1 0.2
H 0.919163 -0.751614 5.517248 -0.2 0.3 0.3
H 2.960793 -1.953896 5.206085 0.0 -0.2 0.3
H 3.125279 -0.251343 4.871936 0.2 0.3 0.2
H 4.079809 -0.822395 2.923679 0.1 0.3 -0.4
H 2.506450 -1.331220 2.350785 -0.2 0.1 -0.2
H 4.803656 -2.914785 3.483041 0.4 -0.2 0.1
H 3.205595 -3.585881 3.638688 -0.2 -0.4 -0.2
C 0.414956 -1.572489 -0.877495 0.0 0.1 0.0
C -0.007740 -1.447690 -2.337469 0.0 -0.1 0.1
C 0.605961 -2.523020 -3.231882 0.0 0.0 0.0
C 2.133723 -2.502498 -3.302786 0.0 0.0 0.0
C 2.739024 -1.183607 -3.780386 0.0 0.0 -0.1
C 2.325685 -0.804288 -5.199709 0.1 0.1 0.1
H 1.492935 -1.451749 -0.758025 0.0 0.0 0.0
H -0.070602 -0.804701 -0.270773 0.1 0.0 -0.1
H 0.135313 -2.549328 -0.474626 0.0 0.0 0.0
H 0.246869 -0.451645 -2.708569 0.0 0.0 0.0
H -1.096369 -1.525067 -2.399267 0.0 0.0 0.0
H 0.188169 -2.427142 -4.237599 0.0 0.0 0.0
H 0.290729 -3.507032 -2.870319 0.0 0.0 0.0
H 2.459057 -3.304730 -3.972487 0.0 0.0 0.0
H 2.548892 -2.747462 -2.320334 0.0 0.0 0.0
H 3.827801 -1.269403 -3.740802 0.0 0.0 0.0
H 2.472249 -0.375570 -3.093778 0.0 0.0 0.0
H 2.618842 -1.579950 -5.910036 0.0 0.0 0.0
H 2.807439 0.125361 -5.505224 0.0 0.0 0.0
H 1.248002 -0.657695 -5.282702 0.0 0.0 0.0
C -2.615877 4.443948 -3.411923 -0.1 -0.1 0.0
C -3.727480 4.137448 -2.411951 0.0 0.1 0.0
C -3.406552 4.589336 -0.988095 0.0 0.0 0.0
C -2.185935 3.916612 -0.358121 0.0 0.0 0.0
C -2.253739 2.392963 -0.290924 0.0 0.0 0.1
C -3.406652 1.874415 0.563392 0.1 -0.1 -0.1
H -1.691875 3.921321 -3.160706 0.0 0.0 0.0
H -2.905079 4.133750 -4.417094 0.0 0.0 0.0
H -2.403834 5.514604 -3.440580 0.0 0.0 0.0
H -3.950023 3.067072 -2.428384 0.0 0.0 0.0
H -4.640997 4.642500 -2.736801 0.0 0.0 0.0
H -4.284381 4.421893 -0.357928 0.0 0.0 0.0
H -3.242197 5.671578 -0.989252 0.0 0.0 0.0
H -2.058572 4.307774 0.655503 0.0 0.0 0.0
H -1.284718 4.207459 -0.905068 0.0 0.0 0.0
H -1.313937 2.025812 0.129426 0.0 0.0 0.0
H -2.325773 1.972661 -1.299149 0.0 0.0 0.0
H -3.325280 2.250308 1.584084 0.0 0.0 0.0
H -3.385177 0.782754 0.603717 0.0 0.0 0.0
H -4.375140 2.165981 0.153883 0.0 0.0 0.0

=====

9
Properties=species:S:1:pos:R:3:forces:R:3 method="wB97M-V/def2-TZVPD" multiplicity=1 lumo_ev="-6.4 / -6.7" gap_ev="8.4048 / 7.9989" energy_ev=-5688.9468 smiles="C#[N+]C1=CC1" charge=+1
C 2.523342 0.021720 0.202364 -4.6 0.1 -0.2
C -1.220720 0.794871 0.018386 6.8 -3.8 0.7
C 0.092516 0.021779 0.065853 -9.4 2.8 0.0
C -1.338923 -0.627255 0.042391 2.8 1.7 -0.7
N 1.327997 0.035788 0.063242 6.5 -0.1 0.5
H 3.440228 0.232661 -0.253612 1.4 0.0 -0.4
H -1.617501 1.688090 -0.228548 -1.3 2.8 -0.6
H -1.603371 -1.064218 0.896641 -1.2 -1.9 3.5
H -1.603572 -1.103433 -0.806720 -1.1 -1.7 -2.8

=====

45
Properties=species:S:1:pos:R:3:forces:R:3 method="wB97M-V/def2-TZVPD" multiplicity=1 lumo_ev=0.6 gap_ev=8.7433 energy_ev=-25520.9727 smiles="CCCCNC(=O)N1CCN(C(=O)[C@@H]2CCCO2)CC1" charge=0
C -1.806176 -3.228241 0.577199 9.5 4.5 0.7
C -1.137548 -2.594036 -0.688442 3.3 0.8 3.3
C -1.961113 -2.532608 -2.003493 4.0 7.1 2.4
C -3.064178 -1.415420 -1.790721 -2.3 -1.0 0.2
N -2.622878 0.101074 -1.529035 -5.6 -5.9 4.1
C -2.640806 0.433086 -0.066272 -1.2 -1.8 -1.3
O -3.239911 -0.161797 0.924492 2.1 1.5 -4.8
N -2.077622 1.622455 -0.015426 -0.2 0.7 5.9
C -1.197586 2.360344 -0.878762 0.1 0.0 0.6
H -1.419429 3.433369 -0.532294 0.9 -1.3 -1.3
H -1.475470 2.061628 -1.856717 -0.6 0.9 -1.3
C 0.336912 1.862105 -0.723198 -5.6 14.5 9.5
N 0.360799 1.768034 0.714971 9.5 -10.2 -4.4
C 1.310140 0.571775 1.249782 -3.2 6.6 -11.9
O 1.441654 0.490436 2.318339 0.7 -1.9 15.3
C 2.226587 -0.043724 0.336443 -5.0 0.4 -5.0
C 3.260559 -0.645083 0.963708 3.7 -10.4 0.5
H 3.075845 -1.082173 1.965381 0.3 0.6 -0.6
C 4.337612 0.233184 0.798385 7.6 0.0 -0.8
H 5.445140 -0.117278 1.077978 -2.3 0.0 -1.1
C 4.189646 1.105094 -0.485044 -1.0 -8.1 1.8
H 4.460900 2.024634 -0.213485 0.7 4.0 0.1
H 4.765880 0.510124 -1.203627 -0.3 1.2 -0.8
O 2.816251 0.785256 -0.559736 -1.2 4.3 -4.7
H 4.284504 0.920612 1.477706 -0.6 4.3 4.6
H 3.607632 -1.646898 0.235746 -1.2 2.2 2.0
H 1.482479 -0.574201 -0.321799 0.9 -1.0 0.5
C -0.396206 2.155434 1.626937 -5.4 8.5 9.1
H -0.042910 2.038746 2.846100 -0.5 -0.3 -3.7
C -1.945100 1.957879 1.562700 7.7 1.1 -8.4
H -2.496400 2.719961 1.684203 -3.8 5.7 1.6
H -2.156405 1.165239 1.988550 -2.6 -7.1 4.2
H -0.257850 3.323997 1.569919 -0.7 -0.8 0.7
H 0.391839 1.141465 -1.211040 1.8 -11.7 -7.4
H 0.893595 2.753913 -0.916960 1.0 0.0 -1.3
H -1.878229 0.090616 -2.089836 4.4 1.1 -1.8
H -3.579952 -1.355527 -2.867397 0.1 -0.2 2.8
H -3.691085 -1.864213 -0.715533 1.2 2.0 -3.8
H -1.172360 -2.122286 -2.737497 -1.4 -0.9 0.4
H -2.109363 -3.515431 -2.123880 -1.9 -3.4 -1.3
H -0.236461 -3.187309 -0.741284 0.3 -0.7 -1.3
H -0.493089 -1.696550 -0.119844 -2.2 -0.9 -2.2
H -0.990400 -3.327246 1.393149 -1.5 -0.2 -1.3
H -2.201098 -3.998305 0.284642 -4.4 -8.7 -2.3
H -2.398351 -2.522134 0.794992 -5.1 4.7 2.7

=====

23
Properties=species:S:1:pos:R:3:forces:R:3 method="wB97M-V/def2-TZVPD" multiplicity=1 lumo_ev=2.7 gap_ev=6.4764 energy_ev=-15654.0932 charge=-1
C -3.210950 -2.629554 1.729375 -0.9 1.4 2.9
C -3.116910 -1.099382 1.651849 -1.0 -0.2 2.1
O -2.469414 -0.519389 0.780364 0.8 0.2 -1.1
O -3.777127 -0.600332 2.603700 0.0 0.8 -0.2
H -2.539710 -3.082775 1.097734 1.6 -1.6 -1.1
H -4.213015 -2.845554 1.507829 -1.5 -0.5 -1.1
H -3.274850 -2.874141 2.846043 1.1 0.0 -1.5
C 0.228947 1.586839 1.335895 0.9 -0.8 -1.4
C 1.803338 -0.755724 -1.357170 0.3 5.2 0.0
C 2.322430 0.273751 -2.212960 -0.8 -2.5 -0.4
C 1.120620 -0.229643 -0.270410 0.2 -1.6 0.1
C 1.081355 1.073459 0.161084 -0.4 2.9 -0.3
C 2.361913 1.571290 -1.819574 -0.3 1.6 0.3
C 1.706929 2.021802 -0.631469 1.0 -1.7 -1.9
O 2.494215 -0.148803 -3.534075 1.2 1.5 -1.1
H 1.801223 -1.731911 -1.653985 -0.3 -2.4 -0.7
H 0.452159 -0.875986 0.219153 -0.6 -1.0 1.0
H 2.769631 2.284592 -2.542367 -0.2 0.0 0.3
H 2.739782 0.587504 -4.194161 -0.6 -1.4 2.0
H -0.186779 0.695610 1.704514 -1.4 -0.8 0.7
H -0.540594 2.322621 1.047462 0.5 -0.4 0.2
H 1.544564 3.070989 -0.576642 0.1 0.7 0.7
H 0.902245 1.904735 2.107809 0.2 0.8 0.4

=====

What did the first record say?
20
Properties=species:S:1:pos:R:3:forces:R:3 method="wB97M-V/def2-TZVPD" multiplicity=1 lumo_ev=1.1 gap_ev=9.8287 energy_ev=-7920.3766 charge=0
C 1.716561 0.955649 1.214056 -0.3 0.2 -0.2
C 0.577240 0.728350 0.221010 -0.2 1.1 -0.4
N 0.601524 -0.312225 -0.742913 0.6 -0.5 -0.1
C 0.432128 0.118399 -2.085407 -0.9 2.1 0.0
C -0.481860 -0.366220 0.237142 0.0 0.3 -0.1
C -1.896706 0.063100 -0.108389 0.0 0.0 -0.2
C -0.420422 -1.633780 1.091976 0.1 0.3 0.1
H 2.558201 1.414534 0.684237 -0.1 0.0 0.1
H 1.384467 1.653242 1.989130 0.1 0.0 -0.1
H 2.098942 0.055625 1.721916 -0.4 0.1 -0.4
H 0.216486 1.721184 -0.445854 0.7 -1.9 2.6
H -0.149371 -0.665523 -2.655637 0.1 1.4 0.4
H -0.009362 1.400858 -1.865948 0.5 -3.5 -2.0
H 1.408201 0.241699 -2.593487 -0.5 0.0 0.4
H -2.405132 0.472140 0.773320 0.2 -0.1 -0.1
H -1.905410 0.831958 -0.883434 0.0 -0.1 0.1
H -2.491430 -0.784207 -0.465930 0.1 0.0 0.0
H 0.614145 -1.949488 1.257606 -0.2 0.1 0.0
H -0.947378 -2.465196 0.592870 0.2 0.4 0.0
H -0.900823 -1.480101 2.063738 0.0 0.0 -0.1

=====

> Look up the charge of the fifth one.

-1

=====

Copy entry 5 word for word.
23
Properties=species:S:1:pos:R:3:forces:R:3 method="wB97M-V/def2-TZVPD" multiplicity=1 lumo_ev=2.7 gap_ev=6.4764 energy_ev=-15654.0932 charge=-1
C -3.210950 -2.629554 1.729375 -0.9 1.4 2.9
C -3.116910 -1.099382 1.651849 -1.0 -0.2 2.1
O -2.469414 -0.519389 0.780364 0.8 0.2 -1.1
O -3.777127 -0.600332 2.603700 0.0 0.8 -0.2
H -2.539710 -3.082775 1.097734 1.6 -1.6 -1.1
H -4.213015 -2.845554 1.507829 -1.5 -0.5 -1.1
H -3.274850 -2.874141 2.846043 1.1 0.0 -1.5
C 0.228947 1.586839 1.335895 0.9 -0.8 -1.4
C 1.803338 -0.755724 -1.357170 0.3 5.2 0.0
C 2.322430 0.273751 -2.212960 -0.8 -2.5 -0.4
C 1.120620 -0.229643 -0.270410 0.2 -1.6 0.1
C 1.081355 1.073459 0.161084 -0.4 2.9 -0.3
C 2.361913 1.571290 -1.819574 -0.3 1.6 0.3
C 1.706929 2.021802 -0.631469 1.0 -1.7 -1.9
O 2.494215 -0.148803 -3.534075 1.2 1.5 -1.1
H 1.801223 -1.731911 -1.653985 -0.3 -2.4 -0.7
H 0.452159 -0.875986 0.219153 -0.6 -1.0 1.0
H 2.769631 2.284592 -2.542367 -0.2 0.0 0.3
H 2.739782 0.587504 -4.194161 -0.6 -1.4 2.0
H -0.186779 0.695610 1.704514 -1.4 -0.8 0.7
H -0.540594 2.322621 1.047462 0.5 -0.4 0.2
H 1.544564 3.070989 -0.576642 0.1 0.7 0.7
H 0.902245 1.904735 2.107809 0.2 0.8 0.4

=====

> The highest charge belongs to which entry?

C4H4N